Entry 1:
This record from OMol25 describes one molecule with the formula C3H8N2. The level of theory is ωB97M-V/def2-TZVPD.

The geometry in XYZ format:
```
13
Properties=species:S:1:pos:R:3:lowdin_charge:R:1
N -1.94 0.42 -0.13 -0.039
C -0.84 -0.60 -0.30 -0.242
C 0.46 -0.12 0.30 -0.387
C 1.35 0.83 -0.25 -0.178
N 1.74 -0.55 -0.27 0.018
H -2.86 -0.07 -0.29 0.067
H -2.07 0.72 0.91 0.092
H -1.04 -1.60 0.19 0.120
H -0.60 -0.69 -1.35 0.105
H 0.44 -0.21 1.36 0.120
H 1.20 1.18 -1.24 0.110
H 1.79 1.40 0.47 0.082
H 2.37 -0.72 0.60 0.132
```

Computed properties:
frontier orbital gap = 10.555 eV
SMILES = NC[C@@H]1CN1
highest occupied orbital energy = -9.52 eV
2S+1 = 1
energy = -228.544053 hartree

Entry 2:
This record from OMol25 describes C9H24IrN4S3 as an isolated structure. The level of theory is ωB97M-V/def2-TZVPD.

The geometry in XYZ format:
```
41
Properties=species:S:1:pos:R:3:mulliken_spin:R:1
Ir 0.82 0.10 0.43 2.066
S -0.16 2.20 -0.07 0.315
S -0.08 -2.12 0.13 0.299
C -2.03 2.16 0.04 0.006
C -0.14 2.37 -1.92 0.013
C -0.78 1.17 -2.59 -0.011
N -0.10 -0.05 -2.14 0.208
C -0.76 -1.31 -2.46 -0.013
C -0.08 -2.43 -1.68 0.015
H 0.91 2.53 -2.22 -0.006
H -0.74 3.27 -2.09 0.007
H -0.71 1.30 -3.69 0.008
H -1.85 1.08 -2.31 0.001
H -0.70 -1.55 -3.54 0.009
H -1.83 -1.21 -2.17 0.000
H 0.97 -2.57 -1.98 -0.005
H -0.64 -3.36 -1.80 0.008
C -1.94 -2.13 0.27 0.015
H 0.81 -0.07 -2.62 0.000
H -2.37 -1.19 -0.09 0.003
H -2.22 -2.29 1.31 -0.003
H -2.32 -2.96 -0.33 0.008
H -2.30 2.47 1.06 -0.003
H -2.48 1.19 -0.18 0.005
H -2.42 2.91 -0.65 0.008
C 2.17 0.20 -1.00 0.005
C 3.08 0.47 0.08 0.377
H 1.98 1.05 -1.66 0.009
H 2.19 -0.81 -1.43 -0.008
H 3.39 1.50 0.24 0.010
H 3.74 -0.35 0.36 0.016
N 1.94 -0.09 2.25 0.118
N 1.27 0.06 3.50 0.031
C -0.07 -0.06 3.46 0.000
N -0.71 -0.23 4.63 0.059
S -0.91 0.15 2.00 0.461
H 2.71 0.60 2.14 -0.033
H 2.47 -0.98 2.25 0.002
H 1.81 -0.25 4.33 0.004
H -1.71 -0.35 4.66 -0.002
H -0.19 -0.40 5.49 -0.002
```

Computed properties:
net charge = +3
frontier orbital gap (spin up / spin down) = 7.704 / 6.203 eV
expectation value of S² = 6.0243
highest occupied orbital energy (spin up / spin down) = -17.33 / -19.73 eV
2S+1 = 5
energy = -1874.011223 hartree

Entry 3:
This record from OMol25 describes one molecule with the formula CH3Cl2P. The level of theory is ωB97M-V/def2-TZVPD.

The geometry in XYZ format:
```
7
Properties=species:S:1:pos:R:3:lowdin_charge:R:1
C -0.82 0.08 -0.08 -0.451
P 0.87 -0.16 -0.75 0.230
Cl 1.95 1.57 0.31 -0.042
Cl 1.52 -1.70 0.37 0.139
H -0.80 0.92 0.66 0.021
H -1.15 -0.98 0.39 0.065
H -1.58 0.26 -0.91 0.036
```

Computed properties:
frontier orbital gap = 9.671 eV
SMILES = CP(Cl)Cl
highest occupied orbital energy = -9.83 eV
2S+1 = 1
energy = -1301.664910 hartree

Entry 4:
This record from OMol25 describes CuH10O5 as an isolated structure. The level of theory is ωB97M-V/def2-TZVPD.

The geometry in XYZ format:
```
16
Properties=species:S:1:pos:R:3:lowdin_charge:R:1
Cu 0.00 -0.11 0.07 0.415
O -0.40 -2.12 1.14 -0.022
H -0.40 -2.07 2.10 0.079
H 0.28 -2.77 0.91 0.076
O -2.35 0.71 0.26 -0.029
H -2.82 1.12 1.00 0.071
H -2.61 1.23 -0.52 0.068
O -0.14 -0.40 -2.33 -0.029
H -1.04 -0.35 -2.66 0.070
H 0.42 -0.08 -3.05 0.073
O 2.32 -0.43 -0.29 -0.031
H 2.77 -0.65 -1.12 0.072
H 2.97 -0.59 0.41 0.074
O 0.36 1.78 1.30 -0.030
H 1.10 2.40 1.36 0.081
H -0.44 2.31 1.42 0.062
```

Computed properties:
net charge = +1
frontier orbital gap = 9.182 eV
highest occupied orbital energy = -12.54 eV
2S+1 = 1
energy = -2022.461609 hartree

Entry 5:
This record from OMol25 describes C6H11NO as an isolated structure. The level of theory is ωB97M-V/def2-TZVPD.

The geometry in XYZ format:
```
19
Properties=species:S:1:pos:R:3:lowdin_charge:R:1
C -2.27 1.15 0.19 -0.077
C -1.79 -0.25 -0.39 -0.217
C -0.42 -0.56 0.09 -0.063
C 0.45 -1.53 -0.49 -0.222
N 1.79 -1.66 0.09 0.058
C 2.02 -0.19 -0.29 -0.099
C 0.68 -0.07 -0.85 -0.116
H -2.79 0.98 1.12 0.067
H -2.84 1.65 -0.59 0.064
H -1.34 1.68 0.41 0.068
H -1.78 -0.02 -1.46 0.103
H -2.54 -1.00 -0.18 0.105
H 0.18 -2.30 -1.21 0.153
H 1.60 -1.71 1.10 0.108
H 2.91 0.05 -0.87 0.123
H 0.38 0.68 -1.58 0.154
H 1.76 0.39 0.87 -0.013
H 2.31 1.61 2.29 -0.007
O 1.70 1.11 1.76 -0.188
```

Computed properties:
frontier orbital gap = 6.387 eV
highest occupied orbital energy = -7.65 eV
2S+1 = 1
energy = -364.934540 hartree

Entry 6:
This record from OMol25 describes C33H27As2NO5Sn as an isolated structure. The level of theory is ωB97M-V/def2-TZVPD.

The geometry in XYZ format:
```
69
Properties=species:S:1:pos:R:3:lowdin_charge:R:1
Sn 1.43 0.72 0.52 1.327
O -0.37 -2.05 5.97 0.160
C -0.12 -1.51 4.79 -0.246
C -0.73 -1.93 3.60 0.111
C -0.36 -1.34 2.41 -0.168
N 0.55 -0.36 2.35 0.002
C 1.07 0.09 3.50 -0.150
C 0.79 -0.46 4.72 0.128
C 2.05 1.27 3.39 -0.557
O 2.54 1.73 4.37 0.170
O 2.24 1.66 2.15 -0.282
C -0.99 -1.88 1.17 -0.408
O -2.01 -2.49 1.19 0.147
O -0.33 -1.57 0.01 -0.067
H -0.99 -2.79 5.94 0.145
H -1.49 -2.71 3.59 0.145
H 1.26 -0.08 5.62 0.158
C -1.03 2.73 -2.02 -0.401
C 0.09 1.95 -2.72 -0.442
As 0.08 -0.03 -3.16 1.344
C -1.28 -1.20 -2.27 -0.238
C -0.81 -2.19 -1.22 -0.248
C -1.69 -3.37 -0.97 0.059
C -2.83 -3.57 -1.68 -0.010
C -3.19 -2.66 -2.67 0.085
C -2.37 -1.57 -3.01 -0.070
C -0.73 0.26 -4.91 -0.441
C -1.96 0.88 -5.14 -0.136
C -2.33 1.23 -6.42 -0.058
C -1.47 1.00 -7.49 -0.051
C -0.24 0.39 -7.27 -0.055
C 0.13 0.01 -5.98 -0.119
As -1.36 2.22 -0.15 1.257
C -3.02 1.21 -0.30 -0.411
C -3.99 1.45 -1.27 -0.113
C -5.17 0.72 -1.27 -0.060
C -5.37 -0.29 -0.33 -0.058
C -4.44 -0.48 0.69 -0.066
C -3.28 0.27 0.70 -0.135
C -2.08 3.93 0.47 -0.389
C -1.24 5.04 0.43 -0.127
C -1.73 6.29 0.74 -0.062
C -3.06 6.45 1.09 -0.056
C -3.90 5.34 1.16 -0.059
C -3.40 4.08 0.86 -0.097
H -1.96 2.70 -2.58 0.050
H -0.71 3.78 -1.99 0.075
H 1.02 2.11 -2.17 0.004
H 0.25 2.35 -3.72 0.074
H 0.09 -2.63 -1.67 0.188
H -1.31 -4.15 -0.32 0.150
H -3.44 -4.44 -1.48 0.138
H -4.05 -2.88 -3.29 0.143
H -2.64 -0.98 -3.88 0.087
H -2.63 1.10 -4.31 0.092
H -3.29 1.70 -6.59 0.115
H -1.75 1.30 -8.49 0.118
H 0.43 0.20 -8.10 0.117
H 1.09 -0.46 -5.82 0.096
H -3.87 2.24 -2.00 0.103
H -5.94 0.94 -2.00 0.117
H -6.29 -0.87 -0.34 0.115
H -4.63 -1.20 1.47 0.115
H -2.57 0.16 1.51 0.089
H -0.19 4.92 0.17 0.102
H -1.08 7.15 0.70 0.116
H -3.45 7.43 1.32 0.117
H -4.93 5.46 1.45 0.115
H -4.06 3.22 0.93 0.097
```

Computed properties:
net charge = +2
frontier orbital gap = 5.441 eV
highest occupied orbital energy = -13.71 eV
2S+1 = 1
energy = -6389.938191 hartree

Question: Look up the 2S+1 of the sixth one.
Answer: 1

Copy entry 1 word for word.
This record from OMol25 describes one molecule with the formula C3H8N2. The level of theory is ωB97M-V/def2-TZVPD.

The geometry in XYZ format:
```
13
Properties=species:S:1:pos:R:3:lowdin_charge:R:1
N -1.94 0.42 -0.13 -0.039
C -0.84 -0.60 -0.30 -0.242
C 0.46 -0.12 0.30 -0.387
C 1.35 0.83 -0.25 -0.178
N 1.74 -0.55 -0.27 0.018
H -2.86 -0.07 -0.29 0.067
H -2.07 0.72 0.91 0.092
H -1.04 -1.60 0.19 0.120
H -0.60 -0.69 -1.35 0.105
H 0.44 -0.21 1.36 0.120
H 1.20 1.18 -1.24 0.110
H 1.79 1.40 0.47 0.082
H 2.37 -0.72 0.60 0.132
```

Computed properties:
frontier orbital gap = 10.555 eV
SMILES = NC[C@@H]1CN1
highest occupied orbital energy = -9.52 eV
2S+1 = 1
energy = -228.544053 hartree

Question: What is the formula in the fourth record?
Answer: CuH10O5

Question: Among the records above, which one has the lowest energy?
Answer: C33H27As2NO5Sn